This record from the Open Molecules 2025 dataset describes C3H3N3O in the gas phase. The level of theory is ωB97M-V/def2-TZVPD.

Summary:
* E_HOMO: -9.578 eV
* SMILES: N=C=N/N=C\C=O
* Kohn-Sham gap: 8.9228 eV
* energy above the lowest of the compared OMol25 structures with the same formula, charge and spin: 3.330 eV

```
! RIJCOSX wB97M-V def2-TZVPD def2/J DEFGRID3
* xyz 0 1
N -1.1292 0.5365 1.9551
C -0.1128 -0.0099 1.5476
N 0.9048 -0.5267 1.0832
N 0.5958 -1.3504 -0.0078
C 0.2233 -0.7139 -1.0485
C 0.3716 0.7522 -1.3644
O 1.1007 1.5182 -0.7860
H -1.5692 0.0662 2.7366
H -0.2016 -1.3231 -1.8411
H -0.1835 1.0508 -2.2747
*
```

These are the Löwdin partial charges, in e, on atoms 1 to 8:
1. N 0.175
2. C -0.288
3. N 0.060
4. N 0.052
5. C -0.120
6. C -0.235
7. O 0.067
8. H 0.075



This record from the Open Molecules 2025 dataset describes C5H8O in the gas phase. The level of theory is ωB97M-V/def2-TZVPD.

Summary:
* E_HOMO: -7.823 eV
* Kohn-Sham gap: 8.8572 eV
* energy above the lowest of the compared OMol25 structures with the same formula, charge and spin: 5.247 eV

```
! RIJCOSX wB97M-V def2-TZVPD def2/J DEFGRID3
* xyz 0 1
C 0.6513 -1.6232 0.1626
C 0.0049 -0.4132 -0.4894
C -1.1857 0.1105 0.3267
C -0.2969 2.0429 -0.6098
O -0.3626 1.2458 0.8418
C 0.6392 0.9573 -0.2425
H 0.8249 -1.4466 1.2309
H 1.6060 -1.8718 -0.3069
H -0.0063 -2.4973 0.0731
H -0.1751 -0.5655 -1.5566
H -1.5004 -0.4420 1.2044
H -2.0497 0.4183 -0.2819
H 0.1403 3.0078 -0.3306
H 1.7102 1.0771 -0.0217
*
```

These are the Löwdin partial charges, in e, on atoms 1 to 8:
1. C -0.069
2. C -0.298
3. C -0.104
4. C 0.025
5. O -0.103
6. C -0.260
7. H 0.086
8. H 0.077



This record from the Open Molecules 2025 dataset describes C12H22NP in the gas phase at a distorted geometry. The level of theory is ωB97M-V/def2-TZVPD.

Summary:
* E_HOMO: -7.009 eV
* SMILES: CC=[P@](C)(/C(C)=C\C)[C@H](C)C=C=NC
* Kohn-Sham gap: 7.8510 eV
* energy above the lowest of the compared OMol25 structures with the same formula, charge and spin: 3.028 eV

```
! RIJCOSX wB97M-V def2-TZVPD def2/J DEFGRID3
* xyz 0 1
C -0.9220 -1.5899 1.5099
C -0.8450 -1.4722 -0.0987
P 0.3692 -0.2852 -0.6540
C 0.3322 -0.7755 -2.4534
C 2.1078 -0.1770 -0.0323
C 3.1992 -0.7863 -0.8425
C 2.2975 0.2524 1.2160
C 1.3375 0.5361 2.3387
C -0.2309 1.4913 -0.6985
C 0.9223 2.5493 -0.7104
C -1.3993 1.6404 0.3141
C -2.4785 0.8862 0.1834
N -3.5950 0.4673 -0.1396
C -4.2072 -0.7685 0.0154
H -0.1547 -2.1721 2.0089
H -1.1394 -0.5545 2.0515
H -1.7439 -2.2572 1.6781
H -0.3907 -2.3502 -0.5756
H -0.7025 -0.7360 -2.6846
H 0.7482 -1.8655 -2.4269
H 0.6592 -0.0242 -3.1095
H 4.1241 -0.4348 -0.5768
H 3.3786 -1.7980 -0.7148
H 3.1717 -0.6641 -1.9944
H 3.4079 0.1969 1.3689
H 1.2882 1.5537 2.3323
H 1.6887 0.2187 3.2333
H 0.4078 0.1284 2.0845
H -0.8156 1.4353 -1.5959
H 0.4408 3.4709 -0.8681
H 1.5238 2.3681 0.1853
H 1.4648 2.3883 -1.5473
H -1.3266 2.5431 0.9233
H -3.3120 -1.5931 0.2537
H -4.7862 -1.1679 -0.7986
H -4.8199 -0.6540 0.8244
*
```

These are the Löwdin partial charges, in e, on atoms 1 to 8:
1. C -0.215
2. C -0.340
3. P 0.927
4. C -0.197
5. C -0.374
6. C -0.104
7. C -0.144
8. C -0.049



This record from the Open Molecules 2025 dataset describes a molecular structure, C20H27N2O3PReS at a distorted geometry. The level of theory is ωB97M-V/def2-TZVPD.

Summary:
* E_HOMO (alpha / beta): -14.249 / -14.212 eV
* Kohn-Sham gap (alpha / beta): 6.4175 / 3.3057 eV
* ⟨S²⟩: 3.7875
* energy above the lowest of the compared OMol25 structures with the same formula, charge and spin: 2.897 eV

```
! RIJCOSX wB97M-V def2-TZVPD def2/J DEFGRID3
* xyz 2 4
C 0.4248 3.1720 -3.3785
C -0.8468 2.7876 -2.9718
C -1.0544 1.6977 -2.1103
C 0.0824 1.0089 -1.6283
C 1.3813 1.3805 -2.0845
C 1.5545 2.4991 -2.9205
C -2.4837 1.2649 -1.9248
C -2.7301 -0.0958 -1.2871
N -1.9334 -1.1714 -1.9180
Re -0.1591 -0.8051 -0.2560
C 2.5793 0.6007 -1.6402
P 1.9651 -1.0167 -0.8348
H -1.6990 3.3715 -3.3305
H 2.5465 2.8210 -3.2354
H 0.5486 4.0139 -4.0535
H 3.1524 1.1399 -0.8628
H 3.2850 0.3193 -2.4447
H -3.0019 2.0037 -1.3025
H -3.0226 1.2343 -2.8861
H -2.5158 -0.0503 -0.1889
C 3.3885 -1.2383 0.2733
C 2.2733 -2.2176 -2.2015
H -3.7906 -0.3470 -1.4046
C -1.4551 -0.9602 -3.3237
C -2.6698 -2.4921 -1.8117
H 0.8149 -1.3329 1.0205
H -1.8943 -1.7086 -3.9993
H -1.6046 0.0523 -3.6975
H -0.3722 -1.1234 -3.3208
H -2.9073 -2.9127 -2.8043
H -2.0163 -3.2020 -1.3003
H -3.5624 -2.3729 -1.1932
H 3.3367 -2.2238 -2.4767
H 1.9852 -3.2136 -1.8350
H 1.6670 -1.9887 -3.0924
H 4.3345 -1.0308 -0.2562
H 3.2557 -0.5444 1.1173
H 3.3598 -2.2688 0.6431
H -0.4092 -2.2508 -1.2285
O 2.0913 2.8454 4.2455
S 1.8935 1.4615 3.9020
O 2.9762 0.5152 4.0800
N 1.2472 1.2925 2.3678
C 0.0604 0.7116 2.3794
O -0.5257 0.3405 1.2628
C -0.4852 0.4424 3.7310
C -1.6450 -0.2527 4.1146
C -1.8838 -0.4742 5.4783
C -0.9500 -0.0533 6.4448
C 0.2486 0.5450 6.0380
C 0.4367 0.8160 4.6890
H -2.3391 -0.5910 3.3445
H -2.7943 -0.9798 5.8060
H -1.1594 -0.2128 7.5062
H 1.0213 0.7944 6.7608
*
```

These are the Löwdin partial charges, in e, on atoms 1 to 8:
1. C 0.015
2. C 0.071
3. C -0.178
4. C -0.088
5. C -0.207
6. C 0.079
7. C -0.115
8. C -0.203



This record from the Open Molecules 2025 dataset describes a molecular structure, C30H36N6OS2SiTm at a distorted geometry. The level of theory is ωB97M-V/def2-TZVPD.

Summary:
* E_HOMO (alpha / beta): -10.723 / -10.730 eV
* Kohn-Sham gap (alpha / beta): 7.6502 / 7.6625 eV
* ⟨S²⟩: 2.0023
* energy above the lowest of the compared OMol25 structures with the same formula, charge and spin: 0.415 eV

```
! RIJCOSX wB97M-V def2-TZVPD def2/J DEFGRID3
* xyz 1 3
Tm 0.9187 -0.0180 -0.7646
C 1.0056 -0.9498 3.5925
C 0.5242 -0.8899 2.1842
N 0.3734 0.1863 1.5082
N 0.6407 1.3809 2.1211
C 0.3559 2.4176 1.3699
N 0.5292 3.6199 1.9478
S -0.2157 2.4264 -0.2956
C 0.1420 -2.1423 1.4661
C 0.0978 -3.3638 2.1106
C -0.3638 -4.4732 1.4128
C -0.7589 -4.3348 0.0947
C -0.6387 -3.0871 -0.4955
N -0.1955 -2.0232 0.1699
H 1.2178 0.0478 3.9565
H 1.9171 -1.5512 3.6402
H 0.2650 -1.4204 4.2428
H 0.8737 3.6618 2.8915
H 0.4153 4.4598 1.4142
H 0.4068 -3.4455 3.1419
H -0.4160 -5.4366 1.9031
H -1.1331 -5.1711 -0.4787
H -0.8911 -2.9243 -1.5376
C 5.9395 -1.2828 0.8101
C 5.6603 -0.1732 -0.2130
C 5.4687 1.1629 0.5234
C 6.8277 -0.0368 -1.1961
Si 4.0491 -0.5396 -1.0649
O 2.7662 -0.3832 -0.0446
C 3.6467 0.6993 -2.4307
C 2.8513 1.8092 -2.1257
C 2.4815 2.7421 -3.0883
C 2.8828 2.5606 -4.4009
C 3.6523 1.4484 -4.7389
C 4.0315 0.5353 -3.7670
C 3.8891 -2.2422 -1.8314
C 4.9285 -3.0275 -2.3376
C 4.6791 -4.2572 -2.9359
C 3.3800 -4.7295 -3.0508
C 2.3253 -3.9728 -2.5582
C 2.5942 -2.7559 -1.9529
H 6.7976 -1.0065 1.4330
H 6.1725 -2.2344 0.3251
H 5.0885 -1.4467 1.4775
H 6.3826 1.4078 1.0751
H 4.6459 1.1206 1.2408
H 5.2741 1.9871 -0.1686
H 7.7416 0.2269 -0.6534
H 6.6487 0.7518 -1.9319
H 7.0367 -0.9611 -1.7364
H 2.5649 2.0120 -1.0973
H 1.8960 3.6084 -2.7982
H 2.6091 3.2806 -5.1623
H 3.9604 1.3013 -5.7663
H 4.6233 -0.3272 -4.0572
H 5.9531 -2.6854 -2.2675
H 5.5035 -4.8474 -3.3150
H 3.1883 -5.6848 -3.5224
H 1.3071 -4.3308 -2.6499
H 1.7428 -2.1962 -1.5647
C -2.3025 4.1907 -3.1636
C -2.4732 2.7175 -3.0155
C -3.6191 2.0731 -2.6410
C -3.5783 0.6819 -2.4971
N -2.4730 -0.0381 -2.7112
C -1.3636 0.5961 -3.0737
S 0.1498 -0.1896 -3.3467
N -1.3900 1.9462 -3.2400
C -4.7885 -0.0862 -2.0770
H -3.2551 4.6987 -3.0436
H -1.8916 4.4345 -4.1445
H -1.6098 4.5510 -2.3994
H -4.5214 2.6339 -2.4484
H -0.5029 2.3739 -3.4848
H -5.6520 0.5566 -1.9262
H -4.5708 -0.6222 -1.1523
H -5.0192 -0.8348 -2.8356
*
```

These are the Löwdin partial charges, in e, on atoms 1 to 8:
1. Tm 1.011
2. C -0.006
3. C -0.267
4. N -0.114
5. N 0.010
6. C -0.836
7. N 0.089
8. S 0.570



This record from the Open Molecules 2025 dataset describes C8H16N2O2 in the gas phase at a distorted geometry. The level of theory is ωB97M-V/def2-TZVPD.

Summary:
* E_HOMO: -9.075 eV
* SMILES: CC(C)N1[C@H](C)C[C@@H](O)N1C=O
* Kohn-Sham gap: 9.9320 eV
* energy above the lowest of the compared OMol25 structures with the same formula, charge and spin: 0.111 eV

```
! RIJCOSX wB97M-V def2-TZVPD def2/J DEFGRID3
* xyz 0 1
C 0.9252 1.0677 1.9833
C -0.1924 1.0244 0.9933
C -1.3798 1.2469 1.9351
N -0.4065 -0.2167 0.2119
C -1.1848 -0.1062 -1.0079
C -1.8222 -1.4956 -1.2541
C -0.0698 0.4106 -1.9933
C 1.1901 -0.3663 -1.5184
O 2.3388 0.4313 -1.5997
N 0.8110 -0.8323 -0.1530
C 1.4742 -1.7830 0.3589
O 2.4041 -2.3043 -0.2082
H 0.6881 0.6201 2.8981
H 1.7970 0.6206 1.4694
H 1.2327 2.1345 2.1528
H 0.0048 1.8809 0.4642
H -1.1132 1.3869 2.9555
H -2.2488 0.4669 2.0107
H -1.9907 2.1590 1.7370
H -1.9697 0.6192 -0.8244
H -2.9125 -1.3205 -1.2876
H -1.4577 -2.1043 -0.4473
H -1.4695 -1.8674 -2.2284
H -0.2590 0.3150 -3.0835
H 0.1346 1.4072 -1.7642
H 1.3799 -1.3067 -2.0482
H 3.0456 -0.0929 -1.0883
H 1.0507 -1.9950 1.3365
*
```

These are the Löwdin partial charges, in e, on atoms 1 to 8:
1. C -0.065
2. C -0.377
3. C -0.073
4. N -0.057
5. C -0.295
6. C -0.017
7. C -0.026
8. C -0.317



Number 1: E_tot -355.51752 Eh. Number 2: E_tot -270.36508 Eh. Number 3: E_tot -866.29385 Eh. Number 4: E_tot -1930.54928 Eh. Number 5: E_tot -3739.67650 Eh. Number 6: E_tot -574.33359 Eh.